# 1
C4H5NS2 | ωB97M-V with the def2-TZVPD basis set

Cartesian coordinates (Å):
C 2.12844 2.06874 0.02360
C 1.10568 1.43037 -0.03789
C 0.04620 0.46491 0.01950
N -1.16597 0.91477 0.05885
S -2.57228 0.02749 -0.02688
S 0.44589 -1.24784 -0.05036
C 2.27621 -1.32668 0.04807
H 2.99854 2.69997 -0.09528
H -2.17148 -1.18483 0.45146
H 2.67389 -0.91356 0.95524
H 2.55047 -2.40116 0.04906
H 2.79342 -0.90224 -0.85627

Output
HOMO level = -8.474 eV
Lowest unoccupied orbital energy = 0.39 eV
Energy relative to the best compared isomer or geometry (same formula, charge and spin) = 70.4 kcal/mol
DFT total energy = -1006.44129 Ha
Structure (SMILES) = C#C/C(=N/S)SC
Maximum force = 1.48 eV/A

=====

# 2
C4H5NS2 | ωB97M-V with the def2-TZVPD basis set

Cartesian coordinates (Å):
C 0.81298 1.80400 0.07804
C 1.15106 1.22150 1.43951
C 0.57382 0.10598 1.86886
C -0.07406 -0.27784 0.64739
H -1.70553 -0.56445 -1.26347
H -0.09468 2.47921 0.19028
H 1.82595 2.30054 -0.41456
H 1.89904 1.68144 2.03341
H 0.70813 -0.62190 2.68953
N 0.12280 0.67808 -0.36385
S -0.15091 -0.04322 -1.95786
S -0.99130 -1.65323 0.40217

Output
HOMO level = -8.094 eV
Lowest unoccupied orbital energy = -0.14 eV
Energy relative to the best compared isomer or geometry (same formula, charge and spin) = 94.7 kcal/mol
DFT total energy = -1006.40259 Ha
Maximum force = 6.08 eV/A

=====

# 3
C4H5O2 | ωB97M-V with the def2-TZVPD basis set

Cartesian coordinates (Å):
C -1.93558 0.56034 0.23734
O -1.26218 1.64606 0.45690
H -1.84930 2.41361 0.50658
O 2.68124 -0.23309 -0.66492
C 1.35966 -0.21645 -0.69646
C 0.51499 -0.50195 0.30384
C -0.94223 -0.68869 0.10425
H 3.06099 0.10960 -1.48385
H 0.91998 -0.56174 1.32327
H -1.17653 -1.10109 -0.89154
H -1.37103 -1.42661 0.80459

Output
HOMO level (alpha / beta) = -8.007 / -8.033 eV
Lowest unoccupied orbital energy (alpha / beta) = 0.74 / -0.54 eV
Energy relative to the best compared isomer or geometry (same formula, charge and spin) = 20.5 kcal/mol
DFT total energy = -305.68988 Ha
Multiplicity = 2
Maximum force = 1.88 eV/A